Entry 1:
{
  "formula": "C20H22MoN4O3S7",
  "method": "wB97M-V/def2-TZVPD",
  "species": ["Mo", "C", "C", "S", "C", "C", "S", "C", "C", "S", "C", "C", "S", "H", "H", "H", "H", "H", "H", "H", "H", "H", "H", "H", "H", "H", "H", "H", "H", "S", "N", "C", "C", "C", "C", "C", "N", "C", "C", "N", "C", "C", "C", "C", "C", "N", "H", "H", "H", "H", "H", "H", "O", "S", "O", "O", "S"],
  "xyz": [[-0.66707, -0.55124, 0.51883], [-0.24461, -3.38682, -1.86546], [-0.43279, -2.22992, -2.81591], [-0.11513, -0.61034, -2.05980], [1.67322, -0.30769, -2.16386], [2.57092, -0.95528, -1.10818], [1.51599, -1.72268, 0.15299], [2.53307, -2.09101, 1.61739], [1.60652, -2.12734, 2.84020], [-0.19692, -2.14951, 2.56184], [-0.67297, -3.84281, 2.16793], [-0.40405, -4.23344, 0.73249], [-1.16318, -2.99999, -0.35289], [0.80351, -3.54957, -1.61682], [-0.64233, -4.30329, -2.30388], [-1.47618, -2.15500, -3.12830], [0.17006, -2.32237, -3.71918], [1.72356, 0.77710, -2.06721], [2.00556, -0.54870, -3.17283], [3.22330, -0.21281, -0.64981], [3.18806, -1.74486, -1.53311], [3.32103, -1.34863, 1.73910], [3.00172, -3.05650, 1.43670], [1.71818, -1.21280, 3.42382], [1.86553, -2.95244, 3.50271], [-1.74375, -3.83143, 2.38853], [-0.20181, -4.52794, 2.87283], [-0.84258, -5.20934, 0.51959], [0.66334, -4.28063, 0.51244], [0.01737, 6.92864, -1.32042], [-1.14038, 5.87369, -1.68098], [-0.79107, 4.71463, -1.14906], [-1.55543, 3.49176, -1.21149], [-2.79827, 3.37356, -1.83888], [-3.43273, 2.15143, -1.81068], [-2.82729, 1.07716, -1.16695], [-1.64222, 1.17921, -0.57316], [-1.01142, 2.36598, -0.58702], [0.25822, 2.41753, 0.10048], [0.66609, 1.27340, 0.68676], [1.78640, 1.30518, 1.41263], [2.57652, 2.43680, 1.53927], [2.18626, 3.60487, 0.91445], [0.99704, 3.60704, 0.19039], [0.45283, 4.77133, -0.46503], [1.00976, 5.97048, -0.49584], [-3.23915, 4.23547, -2.32165], [-4.40150, 2.00960, -2.26750], [-3.31699, 0.11628, -1.10394], [2.04724, 0.39415, 1.92719], [3.47440, 2.39639, 2.13932], [2.76677, 4.51437, 0.99623], [-4.34505, 0.21843, 1.80072], [-3.20204, -0.60135, 1.98917], [-3.20198, -1.69832, 2.90277], [-2.64123, -1.04315, 0.62676], [-1.47234, 0.60270, 2.33630]],
  "de_lowest_kcal_mol": 1.5,
  "multiplicity": 1,
  "homo_energy_ha": -0.5229,
  "largest_force_ev_per_a": 1.45,
  "charge": 2,
  "energy_ev": -110890.64052
}

=====

Entry 2:
{
  "formula": "C20H22N",
  "method": "wB97M-V/def2-TZVPD",
  "species": ["C", "C", "C", "C", "C", "C", "H", "H", "H", "H", "H", "H", "H", "H", "H", "H", "C", "C", "N", "C", "C", "C", "C", "C", "C", "C", "C", "C", "C", "C", "C", "H", "H", "H", "H", "H", "H", "H", "H", "H", "H", "H", "H"],
  "xyz": [[-1.17814, 3.87922, -1.29691], [-0.48931, 3.10838, -0.17415], [-0.31302, 1.62629, -0.22110], [0.04703, 3.96928, 0.77213], [0.95272, 3.62302, 1.77332], [1.32967, 4.50833, 2.88809], [-1.45694, 4.91754, -1.00676], [-0.57352, 3.98767, -2.23077], [-2.12723, 3.40321, -1.60580], [0.72930, 1.52111, 0.25870], [-0.26438, 1.37544, -1.30916], [-0.28658, 5.01918, 0.80387], [1.40428, 2.65875, 1.77299], [2.08058, 3.98871, 3.50533], [1.79510, 5.43671, 2.52785], [0.50133, 4.79507, 3.55848], [-2.45266, 0.26173, -0.16044], [-0.97464, 0.13950, 0.27601], [-0.42524, -1.17734, 0.01707], [0.41026, -1.96356, 0.85295], [0.66758, -1.98197, 2.21941], [1.50328, -2.97264, 2.76458], [2.08912, -3.97480, 1.96134], [1.78660, -4.01229, 0.59684], [0.94743, -3.03521, 0.07963], [0.39401, -2.92520, -1.23357], [-0.46753, -1.80773, -1.24949], [-1.16892, -1.49706, -2.41401], [-0.93886, -2.27800, -3.55707], [-0.03667, -3.34669, -3.55526], [0.63271, -3.69861, -2.37177], [-2.96338, 0.88174, 0.60408], [-2.44754, 0.80292, -1.14426], [-2.91395, -0.73893, -0.37694], [-0.85486, 0.37800, 1.32980], [0.20654, -1.24411, 2.86198], [1.72491, -2.99526, 3.84567], [2.77086, -4.70027, 2.40245], [2.20030, -4.77313, -0.07988], [-1.88430, -0.68642, -2.42380], [-1.46767, -2.05424, -4.49045], [0.16273, -3.90517, -4.46613], [1.34899, -4.51318, -2.30484]],
  "de_lowest_kcal_mol": 0.0,
  "multiplicity": 1,
  "homo_energy_ha": -0.3911,
  "largest_force_ev_per_a": 3.95,
  "charge": 1,
  "energy_ev": -22577.90469
}